Computed, not measured: a structure of composition C10H14O3 in a non-equilibrium geometry, with wB97M-V/def2-TZVPD.

Energy relative to the best compared isomer or geometry (same formula, charge and spin), eV: 7.447
E_tot, Eh: -614.881044
HOMO-LUMO gap, eV: 8.0
Multiplicity: 1
LUMO, eV: -0.200

Cartesian coordinates (Å):
O1 -0.181 -1.393 -1.729
O2 -4.207 0.074 0.255
O3 -2.716 -1.655 -0.468
C1 -0.652 -0.437 -0.837
C2 2.446 0.849 -0.189
C3 1.411 0.933 -1.268
C4 2.537 -0.542 0.844
C5 1.331 -1.536 1.330
C6 -2.147 1.693 0.315
C7 0.040 0.782 -0.718
C8 -0.811 1.849 -0.155
C9 -2.012 -0.535 -0.398
C10 -2.838 0.364 0.379
H1 -0.283 2.812 -0.016
H2 2.309 1.610 0.648
H3 -0.641 -2.244 -1.526
H4 0.520 -1.245 2.165
H5 -2.572 2.428 0.910
H6 -3.655 -1.406 -0.380
H7 3.405 -1.489 0.311
H8 0.820 -1.586 0.254
H9 1.448 1.816 -1.823
H10 1.994 -2.605 1.567
H11 2.071 0.226 -1.992
H12 3.535 0.862 -0.704
H13 -4.250 0.409 1.460
H14 3.098 -0.033 1.764

Computed, not measured: an isolated molecule of CH4BrNO2S in a non-equilibrium geometry, with wB97M-V/def2-TZVPD.

Energy relative to the best compared isomer or geometry (same formula, charge and spin), eV: 0.000
E_tot, Eh: -3217.741126
HOMO-LUMO gap (spin up / spin down), eV: 7.7 / 6.3
Expectation value of S²: 2.01
Multiplicity: 3
LUMO (spin up / spin down), eV: 0.653 / -4.239

Cartesian coordinates (Å):
Br1 2.403 -1.403 -0.891
S1 -0.196 0.254 -0.603
O1 -0.759 -0.733 -1.446
O2 0.410 1.376 -1.228
N1 -1.446 0.606 0.427
C1 0.936 -0.621 0.517
H1 -1.057 1.204 1.084
H2 -2.291 0.875 0.007
H3 1.650 -0.197 1.294
H4 0.350 -1.362 0.837

Computed, not measured: a cluster of 10 separate species, C30H50Cl10O15 in total in a non-equilibrium geometry, with wB97M-V/def2-TZVPD.

Energy relative to the best compared isomer or geometry (same formula, charge and spin), eV: 0.000
E_tot, Eh: -6903.766862
HOMO-LUMO gap, eV: 10.7
Multiplicity: 1
LUMO, eV: -0.160
SMILES string: C[C@H]1COC(=O)O1.C[C@H]1COC(=O)O1.C[C@H]1COC(=O)O1.C[C@H]1COC(=O)O1.C[C@H]1COC(=O)O1.ClCCCl.ClCCCl.ClCCCl.ClCCCl.ClCCCl

Cartesian coordinates (Å):
Cl1 -1.507 -1.045 -4.699
Cl2 -5.908 3.830 2.629
Cl3 -3.795 4.483 -1.064
Cl4 -2.918 3.227 4.063
Cl5 -1.639 2.183 -3.948
Cl6 -0.704 0.997 1.416
Cl7 3.048 1.127 2.521
Cl8 2.553 4.897 0.545
Cl9 0.751 -0.555 -1.107
Cl10 0.286 0.629 5.321
O1 3.360 -0.656 -6.715
O2 2.601 -1.152 -4.649
O3 3.817 -2.805 4.637
O4 1.808 2.379 -4.554
O5 2.692 -2.742 -6.202
O6 -3.446 -1.353 5.328
O7 1.640 4.230 -5.816
O8 -5.920 -1.455 2.887
O9 -2.020 -2.005 3.716
O10 -1.677 -2.663 5.806
O11 3.652 -2.315 2.442
O12 -6.062 -3.246 4.227
O13 1.203 4.303 -3.611
O14 5.591 -2.048 3.479
O15 -4.872 -3.327 2.317
C1 1.996 -3.356 -5.130
C2 -4.853 4.806 0.330
C3 -5.161 3.520 1.049
C4 -1.310 2.703 4.609
C5 -0.939 -2.929 3.615
C6 1.322 3.408 -2.520
C7 2.432 2.322 1.357
C8 -1.004 -0.244 -1.016
C9 4.105 -1.516 0.198
C10 5.788 -1.591 2.128
C11 -0.546 -3.146 5.092
C12 -0.550 0.213 -5.572
C13 -1.343 1.223 4.912
C14 -5.436 -1.177 1.575
C15 -1.251 1.540 -5.566
C16 2.921 -1.429 -5.935
C17 1.946 -2.252 -4.047
C18 -5.657 -2.733 3.245
C19 3.408 3.494 1.207
C20 4.302 -2.437 3.617
C21 0.146 -2.275 2.784
C22 4.647 -2.269 1.381
C23 -4.541 0.042 1.603
C24 2.706 -4.625 -4.715
C25 1.572 3.694 -4.759
C26 -1.329 1.002 -0.237
C27 -4.650 -2.449 1.216
C28 3.221 1.703 -2.770
C29 -2.483 -1.958 5.001
C30 1.803 2.087 -3.134
H1 -0.601 2.914 3.812
H2 -1.479 -1.146 -0.639
H3 0.357 -2.593 5.358
H4 2.716 -5.309 -5.562
H5 2.289 1.854 0.386
H6 0.393 0.265 -5.038
H7 -6.276 -0.991 0.906
H8 2.017 3.746 -1.752
H9 3.972 2.393 -3.152
H10 2.269 -5.110 -3.844
H11 6.770 -1.902 1.789
H12 -1.680 0.654 4.046
H13 0.973 -3.626 -5.408
H14 0.966 -2.959 2.569
H15 -3.564 -0.181 2.040
H16 -0.446 -0.124 -6.599
H17 4.759 -1.747 -0.651
H18 -4.255 2.932 1.174
H19 -1.233 -3.876 3.160
H20 -2.175 1.558 -6.139
H21 5.645 -0.509 2.127
H22 4.094 -0.442 0.348
H23 0.941 -1.983 -3.730
H24 1.100 1.271 -2.980
H25 -4.957 0.898 2.131
H26 -4.342 5.493 1.006
H27 4.887 -3.318 1.191
H28 -2.011 0.945 5.723
H29 -0.354 -4.193 5.318
H30 4.231 3.217 0.553
H31 -5.731 5.346 -0.014
H32 -1.337 -0.076 -2.040
H33 -2.398 1.196 -0.183
H34 -3.576 -2.255 1.184
H35 1.493 2.675 1.767
H36 -4.972 -2.924 0.292
H37 3.323 1.526 -1.697
H38 -5.864 2.917 0.477
H39 -0.354 -2.065 1.832
H40 0.369 3.299 -1.998
H41 0.493 -1.352 3.238
H42 3.796 3.730 2.195
H43 3.142 -1.939 -0.088
H44 3.738 -4.375 -4.447
H45 -0.882 1.855 -0.748
H46 -4.349 0.347 0.567
H47 3.456 0.766 -3.285
H48 -0.603 2.301 -6.005
H49 2.460 -2.647 -3.166
H50 -1.001 3.260 5.490

Computed, not measured: a structure of composition C48H53N6O5SW in a non-equilibrium geometry, with wB97M-V/def2-TZVPD.

Energy relative to the best compared isomer or geometry (same formula, charge and spin), eV: 1.660
E_tot, Eh: -3031.018725
HOMO-LUMO gap (spin up / spin down), eV: 6.1 / 6.4
Expectation value of S²: 0.75
Multiplicity: 2
LUMO (spin up / spin down), eV: -1.509 / -1.258

Cartesian coordinates (Å):
W1 -0.090 -0.417 0.189
S1 -2.173 -2.189 2.616
O1 -1.761 0.359 0.877
O2 0.217 -4.284 -1.261
O3 1.639 0.173 -0.573
O4 1.270 0.013 4.115
O5 -1.663 -1.703 -0.355
N1 -0.615 1.467 -0.915
N2 0.562 -1.986 -1.199
N3 0.734 -1.981 1.313
N4 -1.935 1.902 -0.753
N5 0.765 0.494 1.907
N6 -2.948 -1.734 0.074
C1 -5.182 -1.680 -0.714
C2 -3.873 1.450 0.608
C3 3.151 -3.331 -1.706
C4 4.736 1.877 0.733
C5 3.653 1.271 1.629
C6 1.007 -0.317 2.976
C7 -1.108 2.448 3.154
C8 1.128 -1.907 -2.508
C9 3.465 0.600 -2.009
C10 2.520 2.249 1.898
C11 0.123 2.343 -1.556
C12 -6.046 2.379 0.171
C13 1.949 4.536 2.448
C14 -2.190 3.467 2.790
C15 -0.940 -0.713 -3.431
C16 -5.630 1.195 2.224
C17 4.325 0.845 2.943
C18 -1.003 2.323 4.679
C19 0.384 -3.230 -0.684
C20 0.251 2.819 2.592
C21 1.144 -2.823 3.470
C22 2.873 3.585 2.061
C23 -4.738 2.161 -0.222
C24 -3.848 -1.536 -0.921
C25 1.008 -4.111 2.963
C26 -2.470 1.245 0.202
C27 1.468 2.084 -1.892
C28 -6.494 1.897 1.397
C29 2.338 -1.716 -5.025
C30 -0.458 3.656 -1.982
C31 0.659 4.143 2.735
C32 -4.685 -2.261 1.556
C33 1.113 -1.124 -4.789
C34 0.481 -1.225 -3.551
C35 -3.287 -2.068 1.361
C36 -1.195 0.587 -4.194
C37 2.948 -2.429 -4.008
C38 0.710 -4.313 1.622
C39 2.140 0.984 -1.451
C40 1.170 1.878 2.098
C41 0.581 -3.205 0.814
C42 0.969 -1.770 2.602
C43 -5.604 -2.074 0.569
C44 -1.896 -1.814 -3.905
C45 2.381 -2.525 -2.744
C46 -4.319 0.966 1.831
C47 4.615 -2.902 -1.576
C48 3.099 -4.828 -2.036
H1 -2.273 3.611 1.712
H2 3.564 -5.009 -3.009
H3 -0.597 4.277 -1.094
H4 0.617 -0.590 -5.591
H5 -1.267 0.414 -5.271
H6 2.806 -1.637 -5.998
H7 3.244 0.385 1.143
H8 3.295 -0.138 -2.798
H9 -1.984 4.439 3.244
H10 5.337 2.601 1.287
H11 0.578 -5.293 1.185
H12 5.105 0.105 2.744
H13 1.353 -2.614 4.509
H14 -0.756 3.290 5.128
H15 5.422 1.100 0.388
H16 -7.517 2.073 1.706
H17 -3.159 3.140 3.167
H18 -5.976 0.821 3.180
H19 -5.872 -1.509 -1.526
H20 -1.956 1.989 5.096
H21 -1.803 -2.707 -3.284
H22 0.224 4.161 -2.662
H23 3.656 -5.400 -1.290
H24 4.320 2.389 -0.132
H25 5.195 -3.187 -2.456
H26 4.797 1.712 3.413
H27 1.123 -4.962 3.622
H28 -2.141 1.029 -3.871
H29 3.974 1.462 -2.438
H30 2.694 -3.173 -0.731
H31 -3.635 0.424 2.474
H32 5.068 -3.400 -0.716
H33 3.900 3.885 1.897
H34 -6.657 -2.216 0.777
H35 -1.387 1.470 2.770
H36 -6.719 2.928 -0.475
H37 -1.435 3.531 -2.441
H38 -0.043 4.874 3.115
H39 2.247 5.571 2.567
H40 4.722 -1.827 -1.438
H41 3.900 -2.913 -4.197
H42 4.085 0.145 -1.245
H43 -4.980 -2.547 2.555
H44 -4.373 2.533 -1.171
H45 -2.935 -1.469 -3.880
H46 3.618 0.427 3.653
H47 1.975 2.774 -2.549
H48 2.077 -5.195 -2.070
H49 -1.156 -0.536 -2.387
H50 -0.401 1.315 -4.025
H51 -0.229 1.609 4.961
H52 -1.668 -2.093 -4.936
H53 -3.402 -1.273 -1.868

Computed, not measured: a structure of composition C30H28CrN2Si in a non-equilibrium geometry, with wB97M-V/def2-TZVPD.

E_tot, Eh: -2603.209058
HOMO-LUMO gap (spin up / spin down), eV: 4.8 / 4.5
Expectation value of S²: 6.13
Multiplicity: 5
LUMO (spin up / spin down), eV: -0.694 / -0.755

Cartesian coordinates (Å):
Cr1 0.004 0.758 1.002
Si1 -0.327 0.165 -1.349
N1 0.783 -1.235 1.342
N2 -0.649 0.281 3.143
C1 1.816 -2.129 -4.112
C2 1.488 -3.847 1.787
C3 -1.330 0.711 5.391
C4 -0.247 2.796 1.389
C5 -3.042 2.242 -4.526
C6 0.905 -1.728 -3.134
C7 1.074 2.285 1.844
C8 -1.269 1.264 -2.558
C9 -0.278 -0.979 3.511
C10 -2.405 2.016 -2.170
C11 0.831 -3.127 2.814
C12 -0.044 3.149 -0.008
C13 1.369 3.239 -0.260
C14 -0.090 -2.836 5.074
C15 2.096 0.372 -2.897
C16 1.756 -3.251 0.564
C17 3.029 -0.056 -3.862
C18 0.471 -3.622 4.094
C19 2.894 -1.317 -4.464
C20 -0.991 1.167 -3.921
C21 -1.168 1.125 4.059
C22 -2.337 -0.565 -0.001
C23 1.491 -1.889 0.403
C24 -1.859 1.618 -4.903
C25 -0.427 -1.466 4.847
C26 2.068 2.702 0.861
C27 1.043 -0.492 -2.495
C28 0.414 -1.795 2.525
C29 -0.960 -0.570 5.782
C30 -3.311 2.464 -3.158
H1 1.734 -4.900 1.967
H2 -1.344 2.168 3.757
H3 2.249 -3.759 -0.274
H4 3.156 2.756 1.029
H5 1.859 3.753 -1.119
H6 0.699 -4.672 4.282
H7 1.854 -1.281 -0.446
H8 1.306 2.049 2.906
H9 -2.634 2.147 -1.090
H10 -3.737 2.652 -5.270
H11 3.847 0.620 -4.152
H12 -1.104 -1.133 -0.453
H13 -0.119 0.611 -4.204
H14 -2.467 0.317 0.705
H15 -0.851 3.461 -0.663
H16 0.081 -2.379 -2.854
H17 -2.491 -1.459 0.641
H18 3.642 -1.640 -5.202
H19 -4.252 2.936 -2.823
H20 -0.338 -3.233 6.060
H21 2.186 1.387 -2.455
H22 -3.072 -0.467 -0.816
H23 -1.633 1.470 -5.947
H24 -1.714 1.442 6.102
H25 1.698 -3.082 -4.603
H26 -1.146 2.893 2.010
H27 -1.066 -0.929 6.800
H28 0.861 0.824 -0.502

Computed, not measured: an isolated molecule of C5H8N2 in a non-equilibrium geometry, with wB97M-V/def2-TZVPD.

Energy relative to the best compared isomer or geometry (same formula, charge and spin), eV: 3.536
E_tot, Eh: -304.705566
HOMO-LUMO gap, eV: 8.9
Multiplicity: 1
LUMO, eV: 0.748
SMILES string: Cc1cnn(C)c1

Cartesian coordinates (Å):
N1 0.449 0.812 0.547
N2 1.220 -0.293 0.525
C1 -0.287 0.965 -0.568
C2 0.988 -0.784 -0.667
C3 -0.081 -0.200 -1.368
C4 -0.948 -1.569 -1.275
C5 0.364 1.513 1.803
H1 1.345 1.897 2.075
H2 -0.627 -2.239 -0.439
H3 -0.374 2.312 1.733
H4 -0.721 1.958 -0.716
H5 1.494 -1.652 -1.046
H6 -0.900 -2.204 -2.158
H7 0.040 0.790 2.561
H8 -1.962 -1.307 -1.007

Computed, not measured: a structure of composition C3H8MnO3 in a non-equilibrium geometry, with wB97M-V/def2-TZVPD.

Energy relative to the best compared isomer or geometry (same formula, charge and spin), eV: 1.278
E_tot, Eh: -1495.398808
HOMO-LUMO gap (spin up / spin down), eV: 9.6 / 7.3
Expectation value of S²: 12.02
Multiplicity: 7
Charge: +1
LUMO (spin up / spin down), eV: -4.747 / -7.313

Cartesian coordinates (Å):
Mn1 -1.318 0.637 -1.245
O1 0.483 0.372 -0.487
O2 -1.799 -0.651 0.293
O3 -2.847 1.400 -0.505
C1 -0.709 -0.913 1.110
C2 0.607 -0.755 0.375
C3 1.723 0.853 -1.010
H1 2.208 0.065 -1.601
H2 1.418 -0.586 1.097
H3 -0.784 -0.154 1.922
H4 1.503 1.717 -1.646
H5 -0.803 -1.898 1.591
H6 2.368 1.164 -0.179
H7 -2.890 0.397 0.508
H8 0.842 -1.649 -0.222

Computed, not measured: a cluster of 4 separate species, C29H68B3N3O12 in total in a non-equilibrium geometry, with wB97M-V/def2-TZVPD.

E_tot, Eh: -2287.572013
HOMO-LUMO gap, eV: 9.0
Multiplicity: 1
LUMO, eV: 0.340
SMILES string: CCOCCCCCB1OBOB(CCOC(C)=O)O1.COCCNCCOC.COCCNCCOC.COCCNCCOC

Cartesian coordinates (Å):
O1 -5.846 -3.725 0.224
O2 -0.606 8.166 2.109
O3 3.028 3.826 0.271
O4 -1.379 -5.548 -3.181
O5 6.605 6.488 1.309
O6 1.206 -2.020 -0.068
O7 -8.731 -5.363 3.399
O8 -2.736 5.564 -1.023
O9 6.540 -5.352 0.153
O10 1.834 -0.261 -1.551
O11 4.869 -3.818 0.249
O12 2.917 -0.520 0.564
N1 -5.850 -4.618 3.242
N2 -0.174 7.075 -0.811
N3 5.965 4.388 -0.703
C1 3.076 -2.876 1.527
C2 -1.500 5.167 -1.604
C3 -3.440 6.544 -1.760
C4 -0.124 -5.831 -2.601
C5 -1.871 7.552 1.948
C6 6.075 5.819 -0.957
C7 -7.185 -4.181 0.287
C8 -2.477 -6.073 -2.464
C9 7.316 5.648 2.197
C10 0.577 -2.269 -2.538
C11 -2.548 -5.670 -0.989
C12 7.081 6.466 -0.030
C13 -5.407 -2.964 1.333
C14 -7.974 -4.788 4.457
C15 1.626 -3.307 -3.008
C16 -4.895 -3.798 2.503
C17 5.470 -4.925 -0.288
C18 1.098 -4.224 -4.122
C19 3.436 4.164 -1.041
C20 4.772 -5.568 -1.467
C21 -0.328 5.625 -0.765
C22 -6.898 -3.869 3.923
C23 4.856 3.732 -1.390
C24 0.941 -5.668 -3.657
C25 3.404 4.743 1.282
C26 3.546 -4.087 0.750
C27 -8.546 -6.755 3.239
C28 0.500 7.425 1.634
C29 0.790 7.608 0.147
B1 2.348 0.289 -0.385
B2 1.207 -1.477 -1.352
B3 2.365 -1.790 0.647
H1 2.420 -3.217 2.323
H2 -7.552 -4.262 -0.737
H3 1.365 7.811 2.180
H4 -6.452 -3.322 4.760
H5 -3.366 -5.714 -2.962
H6 -2.513 7.908 2.754
H7 5.542 -5.952 -2.119
H8 2.247 1.460 -0.231
H9 -7.546 -6.997 2.864
H10 6.961 5.863 3.203
H11 4.362 4.472 1.733
H12 -4.563 -2.373 0.967
H13 -6.180 -2.247 1.633
H14 -8.666 -4.196 5.064
H15 4.174 -6.396 -1.103
H16 4.999 3.856 -2.468
H17 5.863 4.237 0.291
H18 0.586 5.161 -1.149
H19 0.406 6.369 1.916
H20 -4.126 -4.470 2.115
H21 8.391 5.848 2.155
H22 -1.826 -4.911 -0.717
H23 -3.572 6.237 -2.802
H24 0.708 -6.294 -4.515
H25 -1.414 5.536 -2.629
H26 -7.385 -3.138 3.264
H27 -3.526 -5.249 -0.777
H28 5.119 6.343 -0.822
H29 1.849 -3.928 -2.144
H30 0.067 -5.105 -1.807
H31 -2.341 7.836 1.002
H32 2.762 3.620 -1.708
H33 -0.303 -2.814 -2.212
H34 2.527 -2.781 -3.305
H35 1.881 -6.041 -3.254
H36 8.050 5.963 -0.094
H37 -7.253 -5.174 0.741
H38 -1.806 6.463 2.009
H39 0.160 -3.860 -4.520
H40 3.445 5.769 0.909
H41 -4.399 -3.127 3.212
H42 -2.423 -6.516 -0.323
H43 -6.279 -5.271 2.600
H44 3.597 -4.964 1.391
H45 3.947 -2.417 1.981
H46 -7.543 -5.563 5.097
H47 -1.495 4.074 -1.637
H48 -0.100 -6.812 -2.127
H49 2.650 4.691 2.069
H50 7.219 7.505 -0.341
H51 -2.937 7.517 -1.736
H52 3.265 5.231 -1.231
H53 -4.421 6.652 -1.302
H54 -8.712 -7.288 4.179
H55 -7.827 -3.486 0.833
H56 4.935 2.662 -1.182
H57 6.398 5.969 -1.991
H58 2.898 -4.335 -0.089
H59 0.876 8.681 -0.043
H60 7.143 4.587 1.987
H61 -2.463 -7.161 -2.556
H62 -9.279 -7.098 2.510
H63 0.333 -1.606 -3.361
H64 4.145 -4.867 -2.003
H65 1.767 7.168 -0.077
H66 -1.072 7.507 -0.641
H67 1.834 -4.243 -4.921
H68 -0.487 5.254 0.256